Entry from the OMol25 dataset: an isolated ion of composition C3H2NO3S and charge -1 at a distorted geometry (wB97M-V/def2-TZVPD).

Output
SMILES   O=C=CC(=O)NS[O-]
Relative energy (zero: lowest compared OMol25 entry of this formula, charge and spin)   77.1 kcal/mol
HOMO-LUMO gap   6.2 eV
Charge   -1

Each line ends with the natural charge from an NBO analysis.
Geometry (Å):
S  2.75  0.08  -0.23  0.638
O  -0.92  2.83  0.15  -0.496
C  -1.40  1.74  0.21  0.701
H  -2.62  0.19  -0.18  0.250
O  3.56  -1.12  0.14  -0.969
H  1.17  -1.43  0.02  0.384
C  -0.55  -0.60  0.00  0.645
N  0.76  -0.49  -0.07  -0.846
C  -1.67  0.50  0.03  -0.602
O  -1.06  -1.69  -0.08  -0.705